# 1
{"formula": "C25H29N2OPReSi", "method": "ωB97M-V with the def2-TZVPD basis set", "total_charge": 2, "spin_multiplicity": 4, "gap_ev": [8.0, 7.1], "e_above_lowest_kcal_mol": 27.2, "lumo_energy_ev": [-6.640, -7.141], "elements": ["Re", "C", "C", "C", "C", "C", "H", "H", "H", "H", "H", "N", "P", "C", "C", "C", "C", "C", "C", "C", "C", "C", "C", "C", "C", "C", "C", "C", "C", "C", "N", "H", "H", "H", "H", "H", "H", "H", "H", "H", "H", "H", "H", "H", "H", "H", "C", "Si", "C", "C", "O", "H", "H", "H", "H", "H", "H", "H", "H", "H"], "positions_angstrom": [[-0.2134, -0.0298, 1.4413], [-0.7347, 2.9955, 0.9215], [0.2513, 3.0681, 1.8247], [-0.0855, 2.2257, 2.9847], [-1.2862, 1.6207, 2.7785], [-1.8362, 2.0969, 1.4390], [-0.7695, 3.4620, -0.0527], [1.1556, 3.6548, 1.7521], [0.5223, 2.1786, 3.8781], [-1.8982, 1.0931, 3.5010], [-2.7763, 2.6510, 1.5377], [2.3531, -1.4079, 0.3476], [0.9532, -0.8285, -0.4432], [0.7085, -2.0538, -1.7473], [-0.2022, -3.0999, -1.6351], [-0.2863, -4.0458, -2.6449], [0.5425, -3.9570, -3.7542], [1.4688, -2.9263, -3.8556], [1.5496, -1.9662, -2.8613], [1.4667, 0.6905, -1.2868], [2.6883, 1.3075, -1.0328], [3.0139, 2.4790, -1.7019], [2.1254, 3.0348, -2.6118], [0.8979, 2.4277, -2.8523], [0.5649, 1.2601, -2.1884], [2.4921, -1.3383, 1.7067], [3.6491, -1.8117, 2.3326], [3.7629, -1.7325, 3.6989], [2.7081, -1.1827, 4.4357], [1.6044, -0.7369, 3.7682], [1.4705, -0.7905, 2.4151], [3.0494, -1.9377, -0.1572], [-0.8355, -3.1926, -0.7620], [-0.9959, -4.8584, -2.5654], [0.4653, -4.6885, -4.5474], [2.1273, -2.8693, -4.7120], [2.2514, -1.1468, -2.9613], [3.3874, 0.8797, -0.3253], [3.9682, 2.9556, -1.5206], [2.3919, 3.9394, -3.1418], [0.2104, 2.8609, -3.5670], [-0.3851, 0.7694, -2.3771], [4.4379, -2.2402, 1.7291], [4.6533, -2.0927, 4.1957], [2.7561, -1.1138, 5.5125], [0.7650, -0.3328, 4.3181], [-3.9957, 1.6658, -1.3077], [-3.5540, 0.4309, 0.0199], [-3.1221, -1.3152, -0.5056], [-4.7867, 0.5515, 1.4222], [-1.9884, 0.9252, 0.6266], [-4.9584, 1.3958, -1.7484], [-3.2647, 1.7169, -2.1157], [-4.1093, 2.6658, -0.8827], [-4.0227, -1.9266, -0.5926], [-2.4727, -1.7884, 0.2359], [-2.6150, -1.3328, -1.4715], [-5.7825, 0.3326, 1.0290], [-4.8357, 1.5589, 1.8412], [-4.5997, -0.1511, 2.2362]], "atomic_forces_ev_per_a": [[0.3015, 0.3983, 0.1218], [0.0540, -0.1779, 0.0022], [0.0597, 0.1572, -0.1857], [0.0068, -0.3233, -0.0563], [-0.3588, -0.0063, -0.0636], [-0.2297, 0.3589, 0.1598], [0.0053, 0.0363, 0.0316], [0.0000, -0.0422, -0.0399], [-0.0425, -0.0906, 0.0167], [0.0741, 0.0217, 0.0603], [0.0085, -0.0339, -0.0010], [-0.1043, -0.0063, 0.0359], [0.2589, -0.3593, -0.1963], [0.0517, 0.3349, 0.0852], [0.0018, -0.0527, 0.1111], [-0.0362, -0.0564, 0.0088], [0.0236, 0.0634, -0.0024], [0.0361, -0.0239, -0.0377], [-0.0935, -0.0343, -0.0270], [-0.1289, -0.0277, 0.0925], [-0.0464, -0.0181, 0.0536], [0.0321, 0.0861, -0.0259], [0.0301, -0.0116, 0.0363], [-0.0676, 0.0074, -0.0242], [-0.0253, -0.0721, 0.0671], [-0.0760, 0.0259, 0.0453], [0.1006, -0.0872, 0.0909], [-0.1337, 0.0452, -0.2056], [-0.0214, 0.0069, 0.0995], [0.0751, -0.0653, 0.2489], [0.4003, -0.1219, -0.1378], [0.0262, 0.0095, -0.0224], [-0.0181, 0.0409, 0.0008], [-0.0087, 0.0171, 0.0113], [0.0159, -0.0265, 0.0292], [-0.0341, 0.0185, -0.0109], [-0.0001, -0.0126, -0.0084], [0.0097, -0.0297, -0.0200], [-0.0017, -0.0169, 0.0027], [-0.0022, 0.0028, 0.0107], [0.0033, -0.0129, 0.0018], [0.0046, 0.0438, -0.0733], [-0.0022, 0.0270, -0.0015], [0.0050, -0.0087, -0.0064], [-0.0468, 0.0085, -0.0113], [-0.0422, 0.0504, -0.0963], [0.1233, -0.2957, 0.1480], [-0.2603, -0.1645, -0.1821], [-0.2966, 0.4009, -0.0264], [0.3250, -0.0809, -0.1374], [0.0233, 0.1403, 0.0354], [-0.0007, 0.0175, 0.0013], [0.0213, -0.0365, 0.0157], [-0.0127, -0.0013, 0.0088], [0.0127, 0.0024, -0.0082], [-0.0566, -0.0039, 0.0301], [0.0369, 0.0034, 0.0055], [0.0093, -0.0141, -0.0277], [-0.0213, 0.0021, -0.0111], [0.0317, -0.0118, -0.0218]], "nbo_charge": [0.942, -0.130, -0.238, -0.097, -0.390, 0.014, 0.255, 0.261, 0.259, 0.275, 0.248, -0.891, 1.192, -0.332, -0.211, -0.185, -0.154, -0.193, -0.208, -0.428, -0.151, -0.199, -0.170, -0.198, -0.201, 0.437, -0.274, -0.072, -0.265, 0.064, -0.572, 0.440, 0.221, 0.238, 0.242, 0.241, 0.228, 0.217, 0.238, 0.243, 0.239, 0.223, 0.246, 0.255, 0.258, 0.213, -1.151, 1.866, -1.142, -1.157, -0.872, 0.275, 0.252, 0.254, 0.276, 0.230, 0.257, 0.278, 0.251, 0.254]}

# 2
{"formula": "C25H29N4O5PS", "method": "ωB97M-V with the def2-TZVPD basis set", "spin_multiplicity": 1, "gap_ev": 9.1, "smiles": "O=C(O)CCCOC(=O)O[PH2]=S.c1ccncc1.c1ccncc1.c1ccncc1.c1ccncc1", "lumo_energy_ev": 0.367, "elements": ["O", "C", "O", "C", "C", "C", "O", "C", "O", "O", "P", "S", "H", "H", "H", "H", "H", "H", "H", "H", "H", "C", "C", "C", "N", "C", "C", "H", "H", "H", "H", "H", "C", "C", "C", "N", "C", "C", "H", "H", "H", "H", "H", "C", "C", "C", "N", "C", "C", "H", "H", "H", "H", "H", "C", "C", "C", "N", "C", "C", "H", "H", "H", "H", "H"], "positions_angstrom": [[-0.5989, 0.4578, 3.1913], [-0.1631, 0.1286, 2.0613], [-0.4615, 0.9426, 0.9144], [0.7644, -1.1509, 1.7911], [-0.2038, -2.4400, 1.8161], [0.7420, -3.7064, 1.4158], [1.4433, -4.0698, 2.6340], [2.6564, -4.7342, 2.3882], [3.1324, -5.4218, 3.3309], [3.4201, -4.6503, 1.1970], [5.1103, -4.7581, 1.5022], [5.7534, -6.6065, 1.6984], [0.3430, 0.8857, 0.3348], [1.6196, -1.2213, 2.5536], [1.2681, -1.0386, 0.7629], [-1.1153, -2.3421, 1.1435], [-0.4775, -2.6149, 2.9144], [1.4059, -3.3323, 0.5692], [0.0583, -4.5391, 1.0086], [5.5508, -3.9279, 2.5894], [5.7788, -4.2480, 0.3249], [-5.0831, -1.5470, 4.9021], [-3.8372, -0.9801, 4.6775], [-2.7903, -1.8169, 4.3261], [-2.9098, -3.1482, 4.1932], [-4.1256, -3.6712, 4.4179], [-5.2352, -2.9203, 4.7699], [-5.9279, -0.9251, 5.1777], [-3.6820, 0.0872, 4.7725], [-1.7984, -1.4206, 4.1370], [-4.1932, -4.7487, 4.3058], [-6.1935, -3.3961, 4.9373], [-0.6620, 3.6125, -4.0355], [-1.1018, 2.5140, -3.3121], [-0.2175, 1.9135, -2.4312], [1.0444, 2.3298, -2.2376], [1.4456, 3.3936, -2.9511], [0.6375, 4.0657, -3.8539], [-1.3257, 4.1109, -4.7347], [-2.1088, 2.1331, -3.4296], [-0.5151, 1.0532, -1.8403], [2.4700, 3.7073, -2.7767], [1.0138, 4.9208, -4.4015], [6.7789, -0.4136, -1.0975], [5.7525, -1.3365, -1.2375], [4.6503, -1.2216, -0.4059], [4.5177, -0.2704, 0.5321], [5.5254, 0.6085, 0.6480], [6.6669, 0.5813, -0.1370], [7.6577, -0.4692, -1.7306], [5.8070, -2.1269, -1.9760], [3.8199, -1.9173, -0.4787], [5.3930, 1.3647, 1.4150], [7.4483, 1.3183, -0.0008], [-6.0483, 5.0319, -3.7115], [-4.9564, 5.8342, -3.4148], [-3.7460, 5.5445, -4.0231], [-3.5650, 4.5286, -4.8823], [-4.6377, 3.7670, -5.1504], [-5.8905, 3.9761, -4.5974], [-7.0132, 5.2273, -3.2565], [-5.0432, 6.6659, -2.7270], [-2.8637, 6.1450, -3.8252], [-4.4633, 2.9520, -5.8458], [-6.7213, 3.3301, -4.8521]], "atomic_forces_ev_per_a": [[1.3248, -1.4842, -4.4689], [-0.1683, 1.4805, 2.2217], [1.6036, -1.6263, 1.6244], [-0.7619, 0.6202, -0.5421], [1.9682, -0.5763, 0.7896], [-2.4769, 1.7370, -1.1155], [2.5513, -1.1988, -3.1928], [1.5536, -2.5108, 4.5189], [-1.8016, 2.8966, -3.4346], [-0.6100, 1.6501, 1.4660], [0.9915, -2.6906, -0.2183], [-0.3870, 1.3003, -0.1282], [-1.0511, 0.0382, 0.4458], [-1.5748, 0.1276, -0.9097], [-0.8282, -0.1728, 1.3996], [1.2722, -0.1071, 0.9030], [-0.0928, 0.2150, -1.7360], [-0.4396, -0.8464, 1.2883], [1.3288, 0.9033, 0.9350], [-1.0014, 0.0052, -0.6586], [-1.2267, 0.3466, 0.7171], [-0.0449, 0.0481, 0.0142], [-0.1690, -0.0431, 0.0369], [0.1789, -0.5833, -0.0740], [-0.5344, 0.3761, 0.1204], [0.5351, 0.0459, -0.1199], [0.0352, 0.1284, 0.0109], [0.0512, -0.0392, -0.0163], [0.0544, -0.0640, -0.0328], [-0.1307, 0.1462, 0.0754], [-0.0610, 0.0366, 0.0172], [0.0611, -0.0051, -0.0109], [0.0612, 0.1825, -0.2024], [0.0755, 0.0825, -0.0310], [0.5211, 0.0845, 0.1208], [-0.4034, 0.2129, -0.3157], [0.0290, -0.3863, 0.3535], [-0.1031, -0.1797, 0.0984], [0.0284, -0.1364, 0.1069], [0.0368, 0.0356, 0.0175], [-0.1160, 0.0222, -0.0737], [-0.0394, 0.0305, -0.0287], [0.0091, -0.0499, 0.0323], [0.0929, 0.0121, -0.0389], [0.0755, 0.0567, 0.0234], [-0.1558, 0.3627, 0.4297], [0.4690, -0.1001, -0.3531], [-0.4937, -0.2460, 0.1033], [-0.0102, -0.1317, -0.1108], [-0.0611, 0.0016, 0.0394], [-0.0309, 0.0381, 0.0282], [0.0373, -0.0376, -0.0623], [0.0520, -0.0034, -0.0498], [-0.0585, -0.0291, 0.0157], [-0.0805, 0.0122, 0.0363], [-0.0882, -0.0719, -0.0451], [0.2150, -0.3761, -0.3677], [-0.7804, 0.1668, 0.2653], [0.5127, 0.1986, -0.0107], [0.0037, 0.1048, 0.0903], [0.0654, -0.0135, -0.0277], [0.0344, -0.0388, -0.0429], [-0.0450, 0.0106, 0.0564], [-0.0669, 0.0159, 0.0187], [0.0647, 0.0158, -0.0014]], "nbo_charge": [-0.573, 0.798, -0.704, -0.525, -0.420, -0.095, -0.475, 0.978, -0.569, -0.783, 1.052, -0.532, 0.493, 0.257, 0.209, 0.232, 0.250, 0.194, 0.202, 0.010, 0.003, -0.171, -0.249, 0.025, -0.431, 0.030, -0.267, 0.215, 0.227, 0.210, 0.191, 0.219, -0.173, -0.252, 0.026, -0.438, 0.031, -0.265, 0.249, 0.221, 0.185, 0.191, 0.218, -0.167, -0.257, 0.017, -0.425, 0.036, -0.258, 0.220, 0.222, 0.189, 0.198, 0.224, -0.161, -0.258, 0.035, -0.439, 0.034, -0.260, 0.219, 0.224, 0.196, 0.195, 0.223]}

Number 1: electronic energy -1863.4142 hartree. Number 2: electronic energy -2304.7413 hartree.